[1]
One molecule with the formula C10H8O2, computed with ωB97M-V/def2-TZVPD.

For the orbital gap, the calculation gives 0.3517 Ha. The value obtained for the relative energy (zero: lowest compared OMol25 entry of this formula, charge and spin) is 338.2 kJ/mol. The SMILES is C#Cc1ccccc1C(=O)OC. As for the HOMO energy: -9.07 eV.

Positions of all 20 atoms, in Å:
O  1.73  0.70  1.23
O  2.00  -0.35  -0.74
C  1.24  0.08  0.28
C  -1.87  -1.91  0.08
C  -0.83  2.14  -0.01
C  -2.85  -0.87  0.00
C  -0.46  -1.50  0.23
C  -0.68  3.31  -0.12
C  3.40  -0.44  -0.31
C  -2.49  0.46  -0.07
C  -0.17  -0.17  0.25
C  -1.18  0.75  0.06
H  3.79  0.59  -0.43
H  -3.14  1.33  -0.33
H  -3.83  -1.29  -0.22
H  -0.37  4.28  -0.42
H  -2.10  -2.92  0.28
H  3.92  -1.14  -0.90
H  0.32  -2.19  0.30
H  3.56  -0.84  0.84

Need the Löwdin charges? In units of e they are:
1. O 0.096
2. O -0.015
3. C -0.473
4. C -0.006
5. C -0.080
6. C -0.063
7. C 0.026
8. C 0.143
9. C -0.033
10. C -0.039
11. C -0.128
12. C -0.207
13. H 0.094
14. H 0.145
15. H 0.104
16. H 0.035
17. H 0.079
18. H 0.061
19. H 0.103
20. H 0.158

***

[2]
A 2-piece molecular cluster, C10H8OSi overall, computed with ωB97M-V/def2-TZVPD.

For the orbital gap, the calculation gives 0.3192 Ha. The value obtained for the relative energy (zero: lowest compared OMol25 entry of this formula, charge and spin) is 36.0 kJ/mol. The SMILES is C#C[Si](=O)C#C.c1ccccc1. As for the HOMO energy: -9.57 eV.

Positions of all 20 atoms, in Å:
Si  -3.36  0.56  -0.12
O  -4.65  1.31  -0.35
C  2.19  -0.16  1.10
C  0.67  -0.12  -0.67
C  3.01  0.67  0.36
C  -2.35  0.46  1.43
C  2.61  1.10  -0.85
C  -2.84  -2.11  -1.43
C  1.37  0.74  -1.34
C  -1.50  0.17  2.25
C  -2.95  -0.94  -1.16
C  0.95  -0.55  0.62
H  -3.06  -3.06  -1.87
H  4.00  0.89  0.69
H  3.13  1.91  -1.39
H  2.49  -0.52  2.07
H  -0.72  0.21  2.98
H  -0.35  -0.31  -1.00
H  0.36  -1.32  1.13
H  1.01  1.07  -2.43

Need the Löwdin charges? In units of e they are:
1. Si 0.515
2. O -0.322
3. C -0.090
4. C -0.150
5. C -0.098
6. C -0.162
7. C -0.107
8. C 0.053
9. C -0.128
10. C 0.043
11. C -0.182
12. C -0.104
13. H 0.036
14. H 0.098
15. H 0.115
16. H 0.097
17. H 0.048
18. H 0.070
19. H 0.108
20. H 0.158

***

[3]
C10H9AsBCl5F2ORuS as an isolated structure, computed with ωB97M-V/def2-TZVPD.

For the orbital gap (alpha / beta), the calculation gives 0.2249 / 0.2313 Ha. The charge is +1. The spin multiplicity is 2. The value obtained for the relative energy (zero: lowest compared OMol25 entry of this formula, charge and spin) is 285.7 kJ/mol. As for the HOMO energy (alpha / beta): -11.79 / -11.75 eV.

Positions of all 31 atoms, in Å:
Ru  0.30  -0.29  -0.07
As  -0.09  4.36  -0.12
Cl  2.72  -0.31  -1.52
Cl  6.07  -0.25  2.82
Cl  5.74  -0.18  -0.31
Cl  3.54  -0.49  4.64
Cl  0.65  -0.65  3.24
S  0.52  1.93  0.11
F  -2.43  1.27  -0.15
F  -2.68  -0.95  -0.25
O  -0.21  -3.23  -0.83
C  0.90  5.22  -1.52
C  3.38  -0.49  2.94
C  4.51  -0.38  2.11
C  3.11  -0.42  0.19
C  0.46  5.30  1.47
C  -0.01  -2.16  -0.54
C  -1.91  4.94  -0.40
C  4.39  -0.34  0.72
C  2.01  -0.56  0.98
C  2.13  -0.58  2.35
B  -1.85  0.08  -0.18
H  1.51  5.13  1.65
H  0.65  6.28  -1.46
H  1.97  5.08  -1.36
H  0.62  4.82  -2.49
H  -2.29  4.53  -1.33
H  -1.89  6.03  -0.46
H  -2.53  4.62  0.42
H  -0.13  4.97  2.32
H  0.27  6.36  1.28

Need the Löwdin charges? In units of e they are:
1. Ru 0.684
2. As 0.983
3. Cl 0.724
4. Cl 0.730
5. Cl 0.740
6. Cl 0.736
7. Cl 0.716
8. S 0.205
9. F 0.139
10. F 0.187
11. O 0.179
12. C -0.237
13. C -0.693
14. C -0.685
15. C -0.686
16. C -0.243
17. C -0.205
18. C -0.235
19. C -0.698
20. C -0.415
21. C -0.702
22. B -0.684
23. H 0.049
24. H 0.055
25. H 0.050
26. H 0.050
27. H 0.049
28. H 0.053
29. H 0.049
30. H 0.050
31. H 0.054

***

[4]
C10H9Br2F6N5O4PrS3 as an isolated structure, computed with ωB97M-V/def2-TZVPD.

For the orbital gap (alpha / beta), the calculation gives 0.2662 / 0.2677 Ha. The charge is +1. The spin multiplicity is 3. The value obtained for the relative energy (zero: lowest compared OMol25 entry of this formula, charge and spin) is 49.5 kJ/mol. As for the HOMO energy (alpha / beta): -11.02 / -11.02 eV.

Positions of all 40 atoms, in Å:
Pr  -0.10  -0.30  -0.98
Br  0.01  2.72  -1.49
Br  -0.73  4.09  1.33
S  -0.12  -2.62  -2.29
S  -2.68  0.34  0.01
S  -0.74  -0.86  -4.12
F  1.09  0.59  -5.39
F  0.98  -4.79  -3.24
F  -0.85  -5.10  -2.11
F  0.98  -4.58  -1.08
F  1.41  0.44  -3.25
F  1.90  -1.23  -4.57
O  -1.08  -2.32  -1.24
O  -1.46  -0.58  -5.29
O  1.10  -1.88  -1.99
O  -1.04  -0.10  -2.90
N  -1.10  0.40  2.24
N  -3.31  0.22  2.57
N  -0.59  -2.39  -3.76
N  2.24  0.22  -0.09
N  -0.03  0.35  1.42
C  3.49  1.22  1.69
C  3.39  0.06  -0.76
C  0.27  -4.43  -2.19
C  4.67  1.07  0.97
C  1.06  0.82  1.91
C  2.30  0.76  1.15
C  1.04  -0.25  -4.39
C  4.62  0.45  -0.27
C  -1.39  3.60  -0.38
C  -2.29  0.29  1.71
H  -4.26  0.22  2.23
H  3.49  1.70  2.66
H  1.06  1.24  2.91
H  5.61  1.42  1.38
H  -3.13  0.25  3.56
H  -2.18  2.88  -0.28
H  -1.67  4.50  -0.91
H  3.31  -0.41  -1.73
H  5.51  0.28  -0.85

Need the Löwdin charges? In units of e they are:
1. Pr 0.697
2. Br 0.762
3. Br 0.665
4. S 0.696
5. S 0.671
6. S 0.713
7. F 0.207
8. F 0.204
9. F 0.207
10. F 0.188
11. F 0.046
12. F 0.185
13. O -0.326
14. O -0.161
15. O -0.364
16. O -0.460
17. N -0.010
18. N 0.105
19. N -0.221
20. N 0.006
21. N -0.137
22. C 0.014
23. C -0.094
24. C -0.673
25. C -0.019
26. C -0.076
27. C -0.241
28. C -0.601
29. C -0.022
30. C -0.941
31. C -0.806
32. H 0.095
33. H 0.127
34. H 0.137
35. H 0.124
36. H 0.115
37. H -0.058
38. H 0.013
39. H 0.114
40. H 0.119

***

[5]
C10H9CdClINO as an isolated structure, computed with ωB97M-V/def2-TZVPD.

For the orbital gap, the calculation gives 0.2461 Ha. The value obtained for the relative energy (zero: lowest compared OMol25 entry of this formula, charge and spin) is 275.1 kJ/mol. As for the HOMO energy: -7.47 eV.

Positions of all 24 atoms, in Å:
I  0.67  -2.55  3.64
Cd  0.48  -1.25  -1.68
Cl  -1.02  2.91  3.79
O  0.46  -1.70  0.57
N  -0.12  0.59  -0.68
C  -0.84  2.89  0.69
C  -0.78  2.87  -0.69
C  -0.15  0.58  0.67
C  0.15  -0.75  2.73
C  -0.21  0.38  3.47
C  0.19  -0.68  1.30
C  0.65  -3.36  -3.15
C  -0.37  1.72  -1.36
C  -0.56  1.57  2.85
C  -0.52  1.73  1.42
H  1.51  -3.95  -3.47
H  -0.30  1.67  -2.44
H  1.76  -1.30  -2.87
H  -1.01  3.75  -1.28
H  -1.16  3.78  1.22
H  0.24  -3.74  -2.23
H  1.27  -2.14  -3.09
H  -0.25  0.30  4.55
H  -0.08  -3.30  -3.96

Need the Löwdin charges? In units of e they are:
1. I 0.905
2. Cd 1.264
3. Cl 0.704
4. O -0.250
5. N -0.048
6. C -0.003
7. C -0.050
8. C -0.171
9. C -0.663
10. C -0.167
11. C -0.475
12. C -0.247
13. C -0.131
14. C -0.647
15. C -0.173
16. H 0.012
17. H 0.106
18. H -0.078
19. H 0.108
20. H 0.096
21. H -0.028
22. H -0.152
23. H 0.093
24. H -0.008

***

[6]
One molecule with the formula C10H9ClN4, computed with ωB97M-V/def2-TZVPD.

For the orbital gap, the calculation gives 0.3322 Ha. The value obtained for the relative energy (zero: lowest compared OMol25 entry of this formula, charge and spin) is 175.3 kJ/mol. The SMILES is CC(/C=C\N=C(/Cl)n1ccnc1)=C\C#N. As for the HOMO energy: -9.26 eV.

Positions of all 24 atoms, in Å:
Cl  1.66  2.01  -0.94
N  -0.14  -2.30  -2.13
N  3.82  -1.28  0.50
N  2.01  -0.02  0.59
N  -0.03  1.05  1.06
C  -2.09  1.63  -0.01
C  -2.07  0.41  -0.86
C  -0.83  0.13  -1.42
C  -3.21  -0.56  -0.61
C  3.32  -0.21  0.02
C  1.87  -1.01  1.52
C  1.02  0.90  0.40
C  -1.06  1.94  0.80
C  -0.49  -1.21  -1.87
C  3.00  -1.77  1.44
H  -3.05  -0.88  0.36
H  -1.12  2.71  1.54
H  -3.25  -1.43  -1.43
H  3.49  0.46  -0.83
H  1.16  -1.00  2.23
H  -4.23  -0.04  -0.62
H  -0.10  0.94  -1.73
H  3.23  -2.75  1.98
H  -2.92  2.28  -0.01

Need the Löwdin charges? In units of e they are:
1. Cl 0.675
2. N 0.137
3. N 0.062
4. N -0.074
5. N 0.101
6. C -0.053
7. C -0.257
8. C -0.104
9. C -0.045
10. C -0.142
11. C -0.049
12. C -0.585
13. C -0.132
14. C -0.223
15. C -0.137
16. H 0.057
17. H 0.116
18. H 0.129
19. H 0.081
20. H 0.081
21. H 0.100
22. H 0.040
23. H 0.133
24. H 0.091

***

[7]
One molecule with the formula C10H9ClNO2P, computed with ωB97M-V/def2-TZVPD.

For the orbital gap, the calculation gives 0.3159 Ha. The value obtained for the relative energy (zero: lowest compared OMol25 entry of this formula, charge and spin) is 243.3 kJ/mol. The SMILES is C[C@@H]1NOC(=O)/C1=P/c1ccccc1Cl. As for the HOMO energy: -9.45 eV.

Positions of all 24 atoms, in Å:
Cl  -2.60  -1.64  0.60
P  0.46  -1.31  1.50
O  0.23  2.13  3.27
O  0.59  0.14  4.16
N  -0.26  2.72  2.02
C  0.75  1.89  0.02
C  -1.57  -2.17  -1.88
C  0.00  -1.32  -0.24
C  0.68  -1.58  -2.53
C  0.22  0.35  1.84
C  0.40  0.83  3.19
C  -0.32  1.67  1.05
C  1.03  -1.34  -1.22
C  -1.33  -1.67  -0.64
C  -0.60  -2.04  -2.87
H  0.52  3.37  1.69
H  -1.31  1.65  0.63
H  2.00  -0.96  -1.01
H  0.52  2.99  -0.27
H  1.40  -1.57  -3.34
H  1.71  1.77  0.55
H  0.90  1.17  -0.80
H  -0.87  -2.46  -3.77
H  -2.55  -2.62  -1.96

Need the Löwdin charges? In units of e they are:
1. Cl 0.638
2. P 1.133
3. O 0.053
4. O 0.081
5. N 0.043
6. C -0.071
7. C -0.114
8. C -0.495
9. C -0.082
10. C -0.330
11. C -0.617
12. C -0.358
13. C -0.128
14. C -0.636
15. C -0.061
16. H 0.136
17. H 0.132
18. H 0.099
19. H 0.118
20. H 0.110
21. H 0.092
22. H 0.069
23. H 0.084
24. H 0.106

***

[8]
C10H9CrN2O5Se as an isolated structure, computed with ωB97M-V/def2-TZVPD.

For the orbital gap (alpha / beta), the calculation gives 0.3112 / 0.2446 Ha. The charge is +1. The spin multiplicity is 5. The value obtained for the relative energy (zero: lowest compared OMol25 entry of this formula, charge and spin) is 91.3 kJ/mol. As for the HOMO energy (alpha / beta): -11.69 / -12.63 eV.

Positions of all 28 atoms, in Å:
Se  -0.08  -1.95  0.09
Cr  -0.12  -0.09  -1.33
O  1.45  2.22  -0.15
O  -2.03  -0.51  -3.64
O  1.86  -0.05  -3.57
O  0.04  3.82  -5.82
O  0.02  -4.59  -3.27
N  -1.14  -0.15  2.11
N  1.03  -0.13  2.08
C  1.11  -0.19  -2.69
C  -1.32  -0.42  -2.70
C  -0.01  3.67  -4.70
C  0.15  -3.77  -2.49
C  -0.73  0.69  3.13
C  -0.06  -0.61  1.41
C  0.64  0.69  3.12
C  2.40  -0.43  1.68
C  -2.51  -0.37  1.69
C  0.77  1.44  -0.73
H  3.03  -0.32  2.57
H  -2.63  -1.42  1.39
H  -1.02  1.08  -1.26
H  -1.42  1.20  3.78
H  -2.75  0.27  0.82
H  2.73  0.27  0.90
H  -3.17  -0.14  2.53
H  1.33  1.20  3.76
H  2.44  -1.44  1.30

Need the Löwdin charges? In units of e they are:
1. Se 0.804
2. Cr 0.030
3. O 0.150
4. O 0.171
5. O 0.199
6. O 0.021
7. O 0.075
8. N -0.117
9. N -0.119
10. C -0.147
11. C -0.149
12. C -0.001
13. C -0.003
14. C 0.000
15. C -0.631
16. C -0.002
17. C -0.011
18. C -0.017
19. C -0.137
20. H 0.114
21. H 0.081
22. H 0.047
23. H 0.137
24. H 0.098
25. H 0.091
26. H 0.109
27. H 0.137
28. H 0.069

***

[9]
One molecule with the formula C10H9IO3, computed with ωB97M-V/def2-TZVPD.

For the orbital gap, the calculation gives 0.3441 Ha. The value obtained for the relative energy (zero: lowest compared OMol25 entry of this formula, charge and spin) is 0.0 kJ/mol. The SMILES is C[C@]12C=CC(=O)[C@@H](I)[C@H]1C#C[C@@H](O)O2. As for the HOMO energy: -9.73 eV.

Positions of all 23 atoms, in Å:
I  -4.04  0.45  0.45
O  1.59  -0.53  0.93
O  1.95  -2.21  -0.68
O  -2.48  -0.14  -2.34
C  -0.28  0.38  -1.87
C  -0.02  -2.19  0.66
C  1.46  -1.87  0.59
C  -0.89  -1.37  0.88
C  -0.93  0.06  0.85
C  0.73  0.44  -1.05
C  -2.03  0.73  -0.17
C  0.62  0.39  0.45
C  -1.66  0.28  -1.58
C  0.88  1.74  1.18
H  0.97  1.49  2.22
H  1.91  2.07  1.01
H  1.70  0.39  -1.48
H  -1.02  0.39  1.85
H  1.28  -2.87  -0.96
H  2.18  -2.40  1.25
H  -0.12  0.37  -2.91
H  0.02  2.52  0.99
H  -1.81  1.89  -0.29

Need the Löwdin charges? In units of e they are:
1. I 0.885
2. O -0.004
3. O 0.005
4. O 0.088
5. C -0.017
6. C 0.108
7. C -0.413
8. C 0.032
9. C -0.254
10. C 0.029
11. C -0.623
12. C -0.408
13. C -0.513
14. C 0.008
15. H 0.078
16. H 0.088
17. H 0.128
18. H 0.118
19. H 0.115
20. H 0.164
21. H 0.119
22. H 0.137
23. H 0.131

***

[10]
One molecule with the formula C10H9IO3, computed with ωB97M-V/def2-TZVPD.

For the orbital gap (alpha / beta), the calculation gives 0.2691 / 0.2725 Ha. The value obtained for the relative energy (zero: lowest compared OMol25 entry of this formula, charge and spin) is 388.7 kJ/mol. As for the HOMO energy (alpha / beta): -8.49 / -8.56 eV.

Positions of all 23 atoms, in Å:
I  2.87  2.54  2.92
O  -0.31  -0.27  -1.61
O  -0.11  0.04  -3.90
O  -0.31  2.07  3.77
C  0.03  1.75  2.42
C  1.40  1.13  -0.36
C  -0.98  0.48  0.48
C  1.04  1.95  -1.41
C  0.17  1.97  -2.33
C  1.23  2.01  1.99
C  0.88  -1.26  0.11
C  -1.11  1.09  1.65
C  -0.49  0.73  -2.75
C  0.23  0.03  -0.28
H  0.14  -2.09  0.39
H  1.68  -1.33  0.78
H  2.35  0.91  -0.08
H  1.38  -1.71  -0.75
H  -2.13  1.21  2.00
H  -1.18  1.70  4.07
H  -1.97  0.12  -0.01
H  0.79  -0.12  -3.84
H  -1.51  0.98  -3.01

Need the Löwdin charges? In units of e they are:
1. I 0.963
2. O -0.088
3. O 0.054
4. O -0.051
5. C -0.428
6. C 0.010
7. C -0.028
8. C 0.034
9. C 0.101
10. C -0.654
11. C -0.014
12. C -0.023
13. C -0.354
14. C -0.446
15. H 0.120
16. H 0.063
17. H 0.057
18. H 0.098
19. H 0.105
20. H 0.113
21. H 0.162
22. H 0.063
23. H 0.142

***

[11]
C10H9N as an isolated structure, computed with ωB97M-V/def2-TZVPD.

For the orbital gap, the calculation gives 0.3362 Ha. The value obtained for the relative energy (zero: lowest compared OMol25 entry of this formula, charge and spin) is 500.1 kJ/mol. As for the HOMO energy: -8.16 eV.

Positions of all 20 atoms, in Å:
N  -1.64  1.63  1.73
C  1.20  -0.43  0.69
C  -0.46  1.07  2.09
C  -1.97  1.23  0.42
C  1.00  -0.83  -0.71
C  -0.02  0.33  1.05
C  -0.41  -0.28  -1.18
C  1.12  -1.87  0.31
C  0.39  0.25  -2.39
C  1.53  -0.26  -1.99
C  -0.94  0.44  -0.01
H  -2.43  1.78  2.36
H  0.14  -2.43  0.66
H  0.13  1.19  2.96
H  2.01  -0.04  1.13
H  -2.92  1.45  -0.07
H  2.53  -0.13  -2.56
H  -1.17  -1.36  -1.67
H  1.93  -2.56  0.28
H  -0.02  0.83  -3.09

Need the Löwdin charges? In units of e they are:
1. N 0.012
2. C -0.149
3. C -0.082
4. C -0.039
5. C -0.342
6. C -0.160
7. C -0.143
8. C -0.030
9. C -0.035
10. C -0.009
11. C -0.166
12. H 0.147
13. H 0.153
14. H 0.114
15. H 0.108
16. H 0.114
17. H 0.132
18. H 0.224
19. H 0.093
20. H 0.058